a) C18H22N2O3 | wB97M-V/def2-TZVPD

ORCA input file:
```
! RIJCOSX wB97M-V def2-TZVPD def2/J DEFGRID3
* xyz 0 1
C 1.48395 0.30664 -3.25057
C 2.88171 0.49406 -2.76271
C 3.86330 0.96378 -3.62490
C 5.16913 1.15090 -3.20829
C 5.52155 0.86711 -1.89902
C 4.56488 0.39943 -1.02256
C 3.24458 0.20747 -1.43708
C 2.28941 -0.28828 -0.46870
N 1.02672 -0.56166 -0.64376
C 0.56652 -1.00254 0.56372
C 1.59914 -0.97405 1.45940
O 2.69542 -0.52014 0.80367
C 1.67976 -1.32374 2.89690
H 2.23001 -0.55743 3.43955
H 0.67094 -1.40150 3.29111
H 2.19792 -2.27337 3.03299
C -0.85025 -1.42235 0.76883
N -1.40579 -0.78020 1.95127
C -2.64237 -1.37038 2.42162
C -3.85952 -1.04092 1.54885
H -3.72325 -1.45350 0.54817
H -4.75556 -1.48546 1.98527
C -4.01696 0.48137 1.45380
C -5.17071 0.84413 0.54941
O -6.13611 1.48121 0.87630
O -5.01401 0.37519 -0.69629
H -5.77036 0.63060 -1.24712
C -2.71179 1.09316 0.92944
C -1.54198 0.65850 1.82085
H -1.68492 1.06384 2.82803
H -0.60657 1.05596 1.42241
H -2.54224 0.75912 -0.09509
H -2.78168 2.18205 0.92597
H -4.23839 0.88833 2.44603
H -2.81626 -0.99052 3.43434
H -2.50955 -2.45312 2.48451
H -1.39875 -1.20564 -0.15872
H -0.88193 -2.50402 0.93687
H 4.82847 0.17418 -0.00026
H 6.53816 1.00991 -1.56428
H 5.91022 1.51749 -3.90323
H 3.59608 1.18800 -4.64795
H 0.79615 0.90936 -2.66148
H 1.40173 0.58307 -4.29894
H 1.17675 -0.72888 -3.12230
*
```

Calculated values
LUMO level (eV): 0.7
Orbital gap (eV): 8.675

=====

b) C18H22N2O3 | wB97M-V/def2-TZVPD

ORCA input file:
```
! RIJCOSX wB97M-V def2-TZVPD def2/J DEFGRID3
* xyz 0 1
C 3.64014 -2.55587 4.00264
H 3.99622 -2.88065 4.97822
H 4.35820 -2.87579 3.25192
H 3.59633 -1.46890 3.99356
C 2.25748 -3.14661 3.71911
C 1.70918 -2.63872 2.40804
C 2.36947 -2.87243 1.20786
C 1.86512 -2.41860 0.00454
C 0.66716 -1.71103 -0.02325
C -0.00179 -1.46757 1.17424
C 0.51672 -1.92655 2.36863
H -0.01749 -1.72918 3.28780
H -0.93206 -0.91727 1.15882
N 0.08246 -1.23536 -1.19831
C 0.54837 -1.29586 -2.46575
O 1.60556 -1.77918 -2.81532
C -0.41805 -0.67346 -3.47644
H -1.39139 -1.15940 -3.38303
H -0.01594 -0.88468 -4.46760
C -0.57997 0.84412 -3.30387
C -1.71338 1.22072 -2.36433
O -2.10698 0.50554 -1.45970
N -2.26547 2.42241 -2.61957
H -1.89817 2.99946 -3.35988
C -3.30265 3.00339 -1.78359
C -2.90859 4.35689 -1.29777
C -3.29721 5.60463 -1.69171
C -2.56060 6.51777 -0.89852
C -1.77642 5.75665 -0.08931
O -1.97801 4.45138 -0.32379
H -1.06165 6.01498 0.66631
H -2.61167 7.58631 -0.93094
H -4.02203 5.84330 -2.44293
H -3.43839 2.31397 -0.94535
H -4.23705 3.08058 -2.34854
H -0.75844 1.30620 -4.27671
H 0.34306 1.26983 -2.89943
H -0.81127 -0.75732 -1.07208
H 2.39105 -2.61013 -0.91576
H 3.29861 -3.42273 1.20321
C 2.31076 -4.67608 3.72575
H 2.99233 -5.04079 2.96143
H 1.32383 -5.08955 3.52950
H 2.65283 -5.03841 4.69307
H 1.57981 -2.82601 4.51882
*
```

Calculated values
LUMO level (eV): 0.6
Orbital gap (eV): 8.461

=====

Short version: b) is the most stable of them.

=====

a) C4H14N3S | wB97M-V/def2-TZVPD

ORCA input file:
```
! RIJCOSX wB97M-V def2-TZVPD def2/J DEFGRID3
* xyz 1 1
C 1.96571 -0.35362 -0.43709
C 1.40376 -0.65057 -1.81693
S -0.33455 -1.15489 -1.85509
N 3.40213 -0.12678 -0.54376
H 1.38240 0.48099 -0.01750
H 1.82466 -1.23534 0.19320
H 1.52276 0.23163 -2.45213
H 1.97046 -1.41271 -2.34786
H -0.14748 -2.32539 -1.23539
H 3.59359 0.72854 -1.04804
H 3.78478 -0.01582 0.38744
C -1.67072 0.21638 1.33794
C -1.71052 1.38466 1.98812
N -0.44783 1.98501 2.46135
N -2.66166 -0.33618 0.61519
H -0.75316 -0.36387 1.36956
H -2.56171 2.04541 2.02961
H -0.55400 2.37407 3.40135
H 0.29764 1.28761 2.53893
H -0.11907 2.69840 1.80618
H -3.53324 0.16659 0.54465
H -2.37078 -0.81768 -0.21860
*
```

Calculated values
LUMO level (eV): -3.6
Orbital gap (eV): 8.711

=====

b) C4H14N3S | wB97M-V/def2-TZVPD

ORCA input file:
```
! RIJCOSX wB97M-V def2-TZVPD def2/J DEFGRID3
* xyz 1 1
C 1.76066 1.25888 0.69960
C 0.81484 -0.96411 -1.19713
C 0.66320 0.25983 0.95468
C -1.00491 1.53151 -0.42235
N -2.20620 1.51825 -0.82420
N -0.62962 0.93210 0.69149
N 0.96404 -0.91726 0.22296
S -2.69548 -1.86342 0.10442
H 1.76329 1.57271 -0.30912
H 1.65138 2.26756 1.20756
H 2.70916 0.81301 0.88799
H 0.19363 -0.15963 -1.47518
H 1.88656 -1.00054 -1.61651
H 0.48293 -1.92545 -1.57428
H 0.78577 0.13059 2.02011
H -0.19350 1.86297 -1.13563
H -3.07489 0.90599 -0.44737
H -2.22600 1.99190 -1.73044
H -1.31222 0.43824 1.26459
H -2.07092 -2.98427 0.62758
H 0.51941 -1.77965 0.66023
H -3.87987 -2.57254 0.02207
*
```

Calculated values
LUMO level (eV): -3.4
Orbital gap (eV): 9.440

=====

Short version: a) is the most stable of them.

=====

a) C4H15N3O | wB97M-V/def2-TZVPD

ORCA input file:
```
! RIJCOSX wB97M-V def2-TZVPD def2/J DEFGRID3
* xyz 0 1
N 0.25351 1.84483 1.18336
C 1.03112 2.19028 0.03040
C 1.17960 1.08508 -1.14135
N -0.02436 0.30624 -1.50477
C -0.29881 -0.87354 -0.68386
C -1.72967 -1.34483 -0.76335
N -2.52796 -0.93311 0.38143
H -0.71268 1.84556 0.91841
H 0.65550 1.07498 1.69094
H 2.09753 2.26656 0.25319
H 0.77056 3.17094 -0.37575
H 1.56112 1.44020 -2.09769
H 1.92909 0.40346 -0.75138
H -0.80799 0.93890 -1.54609
H 0.38305 -1.67092 -1.01281
H -0.05091 -0.68211 0.35739
H -2.20100 -1.04333 -1.73150
H -1.85721 -2.42748 -0.77330
H -3.43310 -1.32199 0.55344
H -2.24459 -0.07760 0.79255
H 2.62251 -1.61723 2.25598
H 1.66977 -2.76508 2.02708
O 1.73495 -1.80982 1.93767
*
```

Calculated values
LUMO level (eV): 0.6
Orbital gap (eV): 8.568

=====

b) C4H15N3O | wB97M-V/def2-TZVPD

ORCA input file:
```
! RIJCOSX wB97M-V def2-TZVPD def2/J DEFGRID3
* xyz 0 1
N -1.38808 0.71510 -2.05772
C 0.57596 1.41947 1.46738
C 1.54764 0.27870 1.14107
N 0.89990 -1.01952 1.02962
C 0.33863 -1.25504 -0.30505
C -1.03863 -1.83264 -0.08641
N -1.71653 -0.86230 0.74726
H -0.37358 1.30211 0.94831
H -0.44476 1.14431 -1.83110
H 0.98012 2.37070 1.12274
H 0.34530 1.48059 2.53959
H 2.31632 0.19829 1.91066
H 1.84372 0.55777 0.11362
H 0.05871 -0.89933 1.65379
H 0.94677 -1.96524 -0.86565
H 0.36266 -0.31563 -0.86174
H -0.96226 -2.75806 0.49233
H -1.62125 -1.96417 -1.02414
H -2.30365 -1.44749 1.35545
H 1.16664 2.32957 -2.12124
H -2.01682 0.79732 -1.27274
H -1.78564 1.14896 -2.88045
O 1.02593 1.74205 -1.35909
*
```

Calculated values
LUMO level (eV): -4.2
Orbital gap (eV): 3.757

=====

c) C4H15N3O | wB97M-V/def2-TZVPD

ORCA input file:
```
! RIJCOSX wB97M-V def2-TZVPD def2/J DEFGRID3
* xyz 0 1
C -0.59616 0.70968 0.84324
C 1.20314 0.67922 0.22673
C -1.49907 0.69228 -0.38020
C 1.37869 1.52499 -1.03134
N -0.87823 -0.34748 1.69261
O -0.67036 1.90852 1.53939
H -0.56535 2.63452 0.91351
H -0.53100 -1.30836 1.21500
H -0.44406 -0.20700 2.59784
H 1.87918 -0.17945 0.17921
H 1.65779 1.20731 1.07296
H -2.53138 0.81752 -0.04204
H -1.25511 1.49498 -1.07405
H -1.42168 -0.26051 -0.89487
H 2.42781 1.77513 -1.21084
H 0.98785 1.01667 -1.91430
H 0.84772 2.47753 -0.95071
N 0.24918 -2.26940 0.21539
N -0.42944 -2.86644 -0.90248
H -1.41767 -2.62952 -0.83014
H -0.07735 -2.48130 -1.77450
H 0.87886 -2.96220 0.60889
H 0.80665 -1.42669 -0.09931
*
```

Calculated values
LUMO level (eV): 0.8
Orbital gap (eV): 8.808

=====

Short version: a) is the most stable of them.

=====

a) C4H7Cl | wB97M-V/def2-TZVPD

ORCA input file:
```
! RIJCOSX wB97M-V def2-TZVPD def2/J DEFGRID3
* xyz 0 1
C 0.06852 0.88840 1.45001
C -0.51618 0.58112 -0.04527
C 0.47258 -0.27949 -0.78896
C 0.09039 -1.48280 -1.29922
H 1.01874 1.43954 1.48549
H 0.15703 -0.05678 2.02206
H -0.66255 1.44540 2.05646
H -1.45937 0.10623 0.08156
H -0.69654 1.49688 -0.54620
H 1.50988 0.04920 -0.69041
H -1.05978 -1.79031 -1.34281
Cl 1.07728 -2.39740 -2.38270
*
```

Calculated values
LUMO level (eV): 1.2
Orbital gap (eV): 10.377

=====

b) C4H7Cl | wB97M-V/def2-TZVPD

ORCA input file:
```
! RIJCOSX wB97M-V def2-TZVPD def2/J DEFGRID3
* xyz 0 1
C 0.96675 1.38792 -0.28580
C 0.71990 -0.05478 0.42674
C -0.78186 -0.45627 0.41894
C -1.70639 -1.20502 -0.27307
H 0.74324 0.90554 -1.34645
H 0.19188 2.19305 -0.06942
H 2.10691 1.66085 -0.25158
H 0.90856 -0.19552 1.47819
H -0.88400 0.61986 0.92006
H -1.27400 -2.08252 -1.04212
H -2.81219 -1.29766 0.04459
Cl 1.82121 -1.47545 -0.02006
*
```

Calculated values
LUMO level (eV): 0.9
Orbital gap (eV): 10.757

=====

Short version: a) is the most stable of them.

=====

a) CH3N2 | wB97M-V/def2-TZVPD

ORCA input file:
```
! RIJCOSX wB97M-V def2-TZVPD def2/J DEFGRID3
* xyz 1 1
C 0.24279 -1.12752 -0.08374
N 1.84830 0.64505 0.33440
N 1.19818 -0.31032 -0.18994
H -0.72108 -1.65115 -0.40734
H 2.40027 0.60978 -0.55517
H 1.94103 1.37072 1.08308
*
```

Calculated values
LUMO level (eV): -6.7
Orbital gap (eV): 9.521

=====

b) CH3N2 | wB97M-V/def2-TZVPD

ORCA input file:
```
! RIJCOSX wB97M-V def2-TZVPD def2/J DEFGRID3
* xyz 1 1
C 1.12811 -0.43514 -0.54785
N -1.38500 0.65634 0.57696
N -0.40149 0.21001 0.22686
H 0.77782 -0.97624 -1.39410
H 1.92325 0.18498 -0.18055
H -2.04269 0.36006 1.31868
*
```

Calculated values
LUMO level (spin up / spin down) (eV): -6.2 / -6.8
Orbital gap (spin up / spin down) (eV): 10.411 / 8.579

=====

Short version: a) is the most stable of them.

=====

a) C2H8N2P2 | wB97M-V/def2-TZVPD

ORCA input file:
```
! RIJCOSX wB97M-V def2-TZVPD def2/J DEFGRID3
* xyz 0 1
C -1.06342 0.46238 1.49282
C 0.23089 -0.26621 1.35149
N 0.47754 -1.28946 0.56517
N 1.16111 1.04793 -0.57170
P -0.34483 -1.63830 -0.80337
P 0.56984 0.20991 -1.67859
H -1.03675 1.62670 1.40532
H -1.70596 0.00598 0.75518
H -1.67600 0.26597 2.39441
H 1.01845 -0.10678 2.00420
H 1.39773 2.02337 -0.75569
H 0.47128 -2.85995 -0.98611
H 1.13486 -0.10765 -2.99417
H -0.63474 0.62611 -2.17896
*
```

Calculated values
LUMO level (eV): 0.7
Orbital gap (eV): 8.743

=====

b) C2H8N2P2 | wB97M-V/def2-TZVPD

ORCA input file:
```
! RIJCOSX wB97M-V def2-TZVPD def2/J DEFGRID3
* xyz 0 1
C -0.18721 -0.38584 -0.54470
C 0.95201 -1.14068 0.19670
N -1.05165 0.14220 0.51836
N 1.80865 -0.21330 0.77158
P -2.41962 1.04502 0.03329
P 2.21693 1.15861 0.32054
H 0.35614 0.35790 -1.07566
H -0.85065 -1.12479 -1.22809
H 0.56109 -1.99070 0.87214
H 1.19487 -1.76164 -0.69268
H -0.45236 0.52768 1.23790
H -2.98064 -0.01554 -0.59015
H 2.80519 1.76884 1.44540
H -1.95274 1.63223 -1.26462
*
```

Calculated values
LUMO level (eV): -0.5
Orbital gap (eV): 8.281

=====

Short version: b) is the most stable of them.